# 1
Below is an isolated molecule of C6H8N2 at a distorted geometry, with properties calculated with ωB97M-V with the def2-TZVPD basis set.

Cartesian coordinates (Å):
C 1.955 -1.754 1.762
C 1.297 -1.168 0.877
C 0.681 -0.272 -0.155
N -0.482 -1.011 -0.683
C -1.595 -0.140 -0.845
C -1.258 1.130 -0.195
N -0.129 1.798 -0.810
C 0.187 1.061 0.292
H 2.098 -2.417 2.768
H 1.535 -0.312 -0.984
H -0.862 -1.800 0.011
H -1.700 0.008 -1.929
H -2.605 -0.493 -0.471
H -2.031 1.731 0.378
H -0.371 2.906 -0.831
H 0.611 1.728 1.090

The LUMO energy comes out at 0.8 eV. Its SMILES is C#C[C@H]1NC[C@@H]2N[C@@H]21. As for the electronic energy: -342.7403 hartree. The value obtained for the HOMO-LUMO gap is 9.579 eV. The value obtained for the energy above the lowest of the compared OMol25 structures with the same formula, charge and spin is 508.4 kJ/mol.



# 2
Below is a cluster of 12 separate species, C18H65N5O11 in total at a distorted geometry, with properties calculated with ωB97M-V with the def2-TZVPD basis set.

Cartesian coordinates (Å):
N 19.265 9.271 -9.207
H 19.052 10.036 -9.832
H 19.695 9.605 -8.357
H 19.851 8.597 -9.679
H 18.388 8.821 -8.985
C 15.764 5.749 -8.125
C 15.804 7.165 -8.657
O 17.028 7.824 -8.931
H 16.222 5.018 -8.790
H 14.767 5.320 -8.027
H 16.312 5.698 -7.184
H 15.274 7.714 -7.879
H 15.019 7.190 -9.413
O 15.969 10.257 -10.234
H 16.109 9.448 -9.742
H 15.068 10.192 -10.550
O 18.791 6.703 -6.773
H 19.166 6.116 -7.430
H 18.071 7.141 -7.226
O 18.942 11.235 -10.925
H 18.015 11.403 -11.096
H 19.381 12.050 -11.168
O 17.305 6.955 -11.816
H 17.316 7.329 -10.935
H 17.085 6.033 -11.683
O 18.777 5.394 -9.448
H 18.427 4.815 -10.124
H 18.066 6.009 -9.267
O 17.124 9.372 -6.405
H 16.652 8.835 -5.769
H 16.966 8.941 -7.246
C 22.057 6.620 -8.441
C 22.290 7.126 -9.888
C 22.886 6.071 -10.882
O 22.113 4.841 -11.005
C 21.247 4.803 -12.130
N 20.871 7.353 -10.257
H 21.424 7.317 -7.892
H 22.991 6.514 -7.888
H 21.555 5.653 -8.491
H 22.704 8.128 -10.004
H 23.868 5.876 -10.451
H 23.092 6.577 -11.825
H 20.678 3.875 -12.073
H 21.655 4.986 -13.124
H 20.471 5.559 -12.005
H 20.879 7.544 -11.248
H 20.324 6.509 -10.163
C 15.413 13.620 -8.612
C 15.840 12.750 -7.465
C 14.708 11.886 -6.978
O 13.633 12.741 -6.598
C 12.591 12.021 -6.117
N 17.044 11.974 -7.743
H 15.425 13.010 -9.515
H 16.189 14.376 -8.739
H 14.437 14.104 -8.574
H 15.979 13.384 -6.589
H 15.008 11.318 -6.097
H 14.427 11.176 -7.756
H 12.700 11.470 -5.183
H 12.195 11.336 -6.867
H 11.774 12.678 -5.819
H 16.938 11.703 -8.710
H 17.104 11.156 -7.153
C 22.565 10.602 -8.410
C 22.023 10.048 -7.070
C 22.672 10.516 -5.749
O 24.091 10.270 -5.697
C 24.449 8.899 -5.519
N 20.509 10.207 -7.038
H 23.593 10.283 -8.579
H 22.335 11.661 -8.524
H 21.981 10.041 -9.139
H 22.333 9.003 -7.067
H 22.108 10.056 -4.938
H 22.523 11.576 -5.543
H 23.985 8.446 -4.643
H 25.523 8.980 -5.356
H 24.274 8.216 -6.351
H 20.366 11.205 -6.979
H 20.217 9.943 -6.107
C 21.093 7.319 -14.494
C 20.317 8.543 -14.132
C 19.089 8.739 -15.004
O 18.572 10.081 -14.714
C 17.348 10.341 -15.362
N 19.818 8.581 -12.741
H 20.570 6.391 -14.267
H 22.079 7.375 -14.034
H 21.322 7.353 -15.559
H 20.987 9.380 -14.331
H 18.289 8.110 -14.613
H 19.188 8.553 -16.074
H 17.415 10.230 -16.444
H 17.081 11.381 -15.174
H 16.524 9.721 -15.009
H 19.518 9.543 -12.668
H 18.990 8.008 -12.664

The LUMO energy comes out at 0.4 eV. As for the electronic energy: -1826.1049 hartree. The value obtained for the HOMO-LUMO gap is 9.033 eV. The value obtained for the energy above the lowest of the compared OMol25 structures with the same formula, charge and spin is 0.0 kJ/mol.



# 3
Below is a cluster of 9 separate species, C77H81ClN9O7P in total at a distorted geometry, with properties calculated with ωB97M-V with the def2-TZVPD basis set.

Cartesian coordinates (Å):
C 0.595 -0.794 4.592
C 0.772 -2.208 3.782
P -0.967 -2.777 3.112
C -1.050 -4.635 3.693
C -2.614 -4.910 4.106
C -0.972 -2.714 1.171
C -1.767 -3.872 0.272
C -1.791 -3.857 -1.398
C -0.987 -2.702 -2.240
C -0.164 -1.546 -1.354
C -0.182 -1.546 0.291
O 0.507 -0.500 1.066
C -0.303 0.731 1.110
O 0.326 1.905 0.825
C -1.885 0.845 1.525
C -2.292 1.923 2.737
C -3.906 2.093 3.141
C -5.119 1.248 2.429
C -4.723 0.178 1.250
C -3.139 0.036 0.844
C 0.655 -0.423 -2.284
O 0.700 0.885 -2.016
C 1.390 -1.072 -3.639
C 2.911 -0.663 -4.137
C 3.835 0.448 -3.296
C 4.722 -0.317 -2.102
C 4.337 -1.905 -1.980
C 5.126 -2.686 -0.729
N 4.307 -3.925 -0.441
C 4.424 -4.975 -1.524
C 4.542 -4.479 0.947
C 3.296 -5.398 1.580
O 5.670 -4.304 1.647
C 3.522 -1.405 -5.465
Cl 5.269 -0.949 -6.017
C 2.751 -2.553 -6.372
C 3.430 -3.297 -7.666
C 3.701 -2.331 -8.962
C 2.912 -0.894 -8.939
O 1.504 -1.123 -9.322
C 1.211 -2.967 -5.868
C 0.295 -4.107 -6.637
C -0.897 -3.495 -7.582
O -1.006 -2.237 -8.018
C 0.570 -2.231 -4.523
C -0.939 -2.610 -3.909
O -2.032 -2.785 -4.655
H -0.307 -0.224 4.108
H 1.567 -0.104 4.539
H 0.310 -1.010 5.707
H 1.237 -3.020 4.512
H 1.550 -2.053 2.916
H -0.625 -5.378 2.877
H -0.331 -4.764 4.636
H -3.258 -4.082 3.573
H -2.882 -6.008 3.792
H -2.752 -4.749 5.269
H -2.368 -4.749 0.797
H -2.382 -4.664 -2.042
H -1.452 2.582 3.267
H -4.234 2.873 3.983
H -6.272 1.376 2.705
H -5.522 -0.482 0.659
H -2.877 -0.729 -0.019
H 3.184 1.251 -2.741
H 4.554 1.064 -4.021
H 5.854 -0.186 -2.447
H 4.596 0.190 -1.055
H 3.179 -2.104 -1.763
H 4.714 -2.440 -2.958
H 6.228 -2.983 -1.002
H 5.130 -2.042 0.262
H 4.981 -5.963 -1.190
H 4.910 -4.585 -2.528
H 3.306 -5.276 -1.812
H 2.833 -4.903 2.555
H 3.590 -6.523 1.717
H 2.404 -5.393 0.786
H 2.868 -4.258 -8.038
H 4.504 -3.674 -7.305
H 4.869 -2.242 -9.157
H 3.281 -2.923 -9.910
H 3.057 -0.260 -7.966
H 3.383 -0.243 -9.822
H 0.984 -0.250 -9.212
H -0.202 -4.765 -5.774
H 0.909 -4.855 -7.294
H -1.783 -4.235 -7.868
C -1.392 -7.994 8.832
C -1.741 -6.777 9.409
C -1.382 -5.612 8.751
N -0.707 -5.588 7.581
C -0.381 -6.785 7.046
C -0.699 -8.002 7.626
H -1.658 -8.928 9.319
H -2.280 -6.737 10.349
H -1.634 -4.638 9.159
H 0.163 -6.738 6.106
H -0.413 -8.933 7.151
C -1.296 6.691 5.265
C -0.222 5.808 5.260
C -0.458 4.487 5.607
N -1.672 4.007 5.954
C -2.695 4.889 5.951
C -2.559 6.226 5.616
H -1.150 7.734 4.998
H 0.775 6.139 4.993
H 0.348 3.758 5.615
H -3.660 4.478 6.235
H -3.416 6.889 5.629
C -1.499 10.110 0.748
C -2.432 9.908 1.759
C -1.970 9.545 3.015
N -0.664 9.372 3.314
C 0.218 9.573 2.311
C -0.146 9.941 1.025
H -1.823 10.397 -0.248
H -3.493 10.031 1.575
H -2.659 9.379 3.838
H 1.261 9.426 2.576
H 0.606 10.092 0.259
C -9.397 0.417 -2.099
C -8.308 -0.040 -2.832
C -7.186 -0.469 -2.142
N -7.086 -0.467 -0.794
C -8.160 -0.016 -0.109
C -9.326 0.430 -0.710
H -10.295 0.761 -2.605
H -8.331 -0.062 -3.916
H -6.311 -0.838 -2.669
H -8.054 -0.022 0.972
H -10.158 0.780 -0.109
C -3.666 11.842 7.663
C -4.455 11.416 6.600
C -4.582 10.054 6.382
N -3.980 9.112 7.141
C -3.219 9.556 8.165
C -3.034 10.897 8.464
H -3.544 12.903 7.865
H -4.960 12.128 5.956
H -5.190 9.672 5.567
H -2.744 8.780 8.758
H -2.413 11.196 9.300
C 6.968 3.847 -5.085
C 8.096 3.989 -4.283
C 8.912 2.885 -4.098
N 8.675 1.674 -4.648
C 7.572 1.566 -5.419
C 6.698 2.612 -5.667
H 6.305 4.690 -5.254
H 8.333 4.938 -3.814
H 9.806 2.947 -3.483
H 7.402 0.582 -5.848
H 5.827 2.469 -6.297
C -2.392 0.810 8.083
C -1.318 -0.074 8.078
C -1.554 -1.394 8.425
N -2.768 -1.875 8.771
C -3.791 -0.993 8.768
C -3.655 0.345 8.433
H -2.246 1.852 7.815
H -0.321 0.258 7.811
H -0.749 -2.123 8.433
H -4.756 -1.403 9.053
H -4.513 1.008 8.446
C 2.494 -4.334 -14.492
C 1.561 -4.536 -13.481
C 2.023 -4.899 -12.226
N 3.329 -5.072 -11.927
C 4.211 -4.871 -12.930
C 3.847 -4.503 -14.215
H 2.170 -4.048 -15.489
H 0.500 -4.413 -13.665
H 1.334 -5.065 -11.403
H 5.254 -5.019 -12.664
H 4.599 -4.353 -14.981

The LUMO energy comes out at -1.5 eV. Its SMILES is CCP(CC)c1ccc2c(c1OC(=O)c1ccccc1)C(=O)c1c(CCCCN(C)C(C)=O)c(Cl)c(CCCO)c(CC=O)c1C2=O.c1ccncc1.c1ccncc1.c1ccncc1.c1ccncc1.c1ccncc1.c1ccncc1.c1ccncc1.c1ccncc1. As for the electronic energy: -4802.3780 hartree. The value obtained for the HOMO-LUMO gap is 6.482 eV.



# 4
Below is a structure of composition C28H41BrFeN2P2S at a distorted geometry, with properties calculated with ωB97M-V with the def2-TZVPD basis set.

Cartesian coordinates (Å):
C 0.359 5.568 -4.233
C -0.025 4.360 -4.822
C -0.318 4.375 -6.192
C -0.568 5.638 -6.774
N -0.335 6.785 -6.135
C 0.117 6.776 -4.890
C -0.228 3.143 -4.027
C -1.191 2.386 -3.596
C -1.954 1.519 -2.804
C -1.060 0.454 -2.427
C -1.333 -0.303 -1.279
C -2.453 0.044 -0.449
C -3.407 0.954 -0.959
C -3.185 1.673 -2.149
Fe 0.549 1.790 -3.035
P 2.772 -0.113 -2.006
H -0.400 3.455 -6.769
H 0.762 5.644 -3.238
H -0.991 5.701 -7.785
H 0.292 7.740 -4.391
H -3.955 2.364 -2.504
H -0.306 0.052 -3.179
H -4.319 1.141 -0.402
H -0.620 -1.095 -1.020
C 2.264 -1.360 -0.660
C 2.772 -2.787 -0.838
H 1.161 -1.350 -0.660
H 2.584 -0.956 0.320
H 2.475 -3.400 0.030
H 2.354 -3.233 -1.750
H 3.866 -2.838 -0.916
C 3.314 -1.111 -3.483
C 3.868 -0.238 -4.596
H 2.403 -1.613 -3.830
H 4.030 -1.910 -3.249
H 3.984 -0.817 -5.515
H 3.190 0.586 -4.824
H 4.837 0.205 -4.354
C 4.362 0.446 -1.240
C 5.438 -0.628 -1.111
H 4.105 0.855 -0.250
H 4.704 1.286 -1.863
H 6.392 -0.162 -0.833
H 5.197 -1.364 -0.334
H 5.594 -1.162 -2.055
Br -2.591 -0.741 1.156
P -1.929 -2.615 -4.187
C -0.297 -2.908 -3.415
C 0.059 -4.392 -3.662
H -0.283 -2.667 -2.339
H 0.444 -2.272 -3.919
H 1.135 -4.576 -3.594
H -0.432 -5.078 -2.962
H -0.254 -4.706 -4.668
C -3.090 -2.814 -2.763
C -4.410 -3.567 -3.037
H -3.306 -1.788 -2.423
H -2.523 -3.334 -1.966
H -4.921 -3.722 -2.079
H -5.092 -3.006 -3.687
H -4.254 -4.549 -3.499
C -2.332 -1.010 -4.930
C -2.858 -1.117 -6.373
H -1.400 -0.423 -4.894
H -3.094 -0.534 -4.293
H -3.248 -0.146 -6.691
H -2.050 -1.377 -7.063
H -3.655 -1.857 -6.486
S 0.717 4.654 0.359
C 0.637 2.981 0.839
C 0.869 2.140 -0.214
N 0.931 2.804 -1.463
C 0.905 4.163 -1.251
H 0.435 2.684 1.864
H 0.933 1.051 -0.147
H 0.931 4.904 -2.020

Its net charge is +2. The expectation value of S² is 6.083. The LUMO energy (alpha / beta) comes out at -5.7 / -8.8 eV. As for the electronic energy: -6118.8980 hartree. The value obtained for the HOMO-LUMO gap (alpha / beta) is 7.618 / 4.718 eV. The value obtained for the energy above the lowest of the compared OMol25 structures with the same formula, charge and spin is 102.3 kJ/mol. The spin multiplicity is 5.



# 5
Below is an isolated molecule of C3H3NO3S at a distorted geometry, with properties calculated with ωB97M-V with the def2-TZVPD basis set.

Cartesian coordinates (Å):
O 2.466 -1.317 -0.531
C 1.908 -1.160 0.520
C 0.563 -0.619 0.644
N 0.198 -0.615 1.883
O -1.123 -0.211 2.102
O -0.203 -0.331 -0.406
C -0.562 1.007 -0.630
S -1.443 1.467 -1.896
H 2.378 -1.323 1.512
H -1.133 -0.043 3.052
H -0.111 1.697 0.057

The LUMO energy comes out at -0.4 eV. Its SMILES is O=C/C(=N/O)OC=S. As for the electronic energy: -794.6708 hartree. The value obtained for the HOMO-LUMO gap is 9.173 eV. The value obtained for the energy above the lowest of the compared OMol25 structures with the same formula, charge and spin is 366.0 kJ/mol.



# 6
Below is a structure of composition C41H37ClCrN7O6S2, with properties calculated with ωB97M-V with the def2-TZVPD basis set.

Cartesian coordinates (Å):
Cr -0.155 -1.539 -0.628
C 2.335 -4.825 -1.676
C 1.791 -3.417 -1.684
O 0.725 -3.239 -0.984
C 2.460 -2.445 -2.396
C 2.066 -1.079 -2.530
C 2.931 -0.156 -3.340
N 0.985 -0.619 -1.975
N 0.658 0.728 -2.202
C -0.415 1.010 -1.516
O -1.035 0.150 -0.767
C -0.975 2.381 -1.567
C -2.154 2.646 -0.882
C -2.720 3.912 -0.939
C -2.106 4.916 -1.674
C -0.919 4.654 -2.349
C -0.353 3.392 -2.295
H 1.615 -5.486 -1.199
H 3.273 -4.863 -1.118
H 2.527 -5.171 -2.692
H 3.366 -2.743 -2.907
H 3.881 -0.632 -3.577
H 3.096 0.772 -2.795
H 2.429 0.121 -4.268
H -2.598 1.857 -0.291
H -3.639 4.115 -0.404
H -2.546 5.905 -1.712
H -0.434 5.439 -2.916
H 0.574 3.168 -2.805
O -5.110 -4.313 0.945
C -5.146 -4.312 -0.369
O -6.020 -4.870 -0.988
C -4.046 -3.577 -1.087
C -3.985 -3.403 -2.451
Cl -5.056 -4.069 -3.591
N -2.871 -2.682 -2.761
N -2.181 -2.410 -1.622
C -2.881 -2.923 -0.627
C -2.349 -2.772 0.777
O -3.049 -3.136 1.725
O -1.183 -2.293 0.880
C -2.434 -2.131 -4.027
C -1.191 -1.529 -4.072
C -0.712 -0.969 -5.242
C -1.469 -1.010 -6.402
C -2.722 -1.597 -6.354
C -3.215 -2.147 -5.179
H -4.304 -3.821 1.306
H -0.587 -1.490 -3.190
H 0.258 -0.490 -5.231
H -1.093 -0.584 -7.323
H -3.342 -1.625 -7.241
H -4.206 -2.554 -5.188
C -3.162 5.501 3.470
C -1.827 5.057 2.990
C -0.728 5.847 2.761
C 0.446 5.274 2.283
N 0.566 3.900 2.080
C -0.462 3.131 2.323
S -0.455 1.421 2.175
N -1.679 3.692 2.713
C 1.662 6.086 1.962
H -3.134 6.555 3.743
H -3.488 4.926 4.348
H -3.937 5.368 2.700
H -0.781 6.911 2.963
H -2.435 3.044 2.853
H 1.618 7.073 2.429
H 1.779 6.228 0.879
H 2.561 5.567 2.307
N 1.281 -1.051 0.697
S 1.520 -2.018 1.945
C 1.270 -1.111 3.450
C 2.049 -0.002 3.749
C 1.739 0.745 4.867
C 0.672 0.374 5.678
C -0.090 -0.742 5.374
C 0.202 -1.491 4.243
C 3.302 -2.242 2.041
C 4.093 -1.808 0.996
C 5.459 -2.067 1.029
C 6.011 -2.768 2.090
C 5.199 -3.205 3.132
C 3.840 -2.941 3.112
H 1.267 -0.055 0.951
H 2.865 0.292 3.100
H 2.308 1.637 5.092
H 0.421 0.976 6.542
H -0.934 -1.013 5.995
H -0.417 -2.332 3.953
H 3.630 -1.287 0.167
H 6.090 -1.721 0.220
H 7.072 -2.982 2.106
H 5.628 -3.755 3.961
H 3.206 -3.259 3.932

Its net charge is -1. The expectation value of S² is 6.045. The LUMO energy (alpha / beta) comes out at 2.2 / 2.1 eV. As for the electronic energy: -4720.5181 hartree. The value obtained for the HOMO-LUMO gap (alpha / beta) is 3.883 / 6.053 eV. The value obtained for the energy above the lowest of the compared OMol25 structures with the same formula, charge and spin is 11.6 kJ/mol. The spin multiplicity is 5.



# 7
Below is an isolated molecule of C3H6N2S2 at a distorted geometry, with properties calculated with ωB97M-V with the def2-TZVPD basis set.

Cartesian coordinates (Å):
H -2.815 -1.600 0.354
N -2.623 -0.694 0.023
C -1.395 -0.512 -0.292
N -0.418 -1.471 -0.362
S 1.236 -1.086 -0.763
C 1.431 0.309 0.385
C 0.657 1.505 -0.109
S -0.993 1.167 -0.782
H -0.559 -2.310 0.114
H 1.129 -0.041 1.357
H 2.486 0.577 0.408
H 1.204 1.862 -0.975
H 0.660 2.294 0.641

The LUMO energy comes out at 0.7 eV. Its SMILES is [H]/N=C1\NSCCS1. As for the electronic energy: -1023.7688 hartree. The value obtained for the HOMO-LUMO gap is 9.151 eV. The value obtained for the energy above the lowest of the compared OMol25 structures with the same formula, charge and spin is 89.5 kJ/mol.